1 | DFT (ωB97M-V with the def2-TZVPD basis set) results for the molecule C4H5ClN2O.

LUMO energy = 0.0190 Eh
Molar mass = 132.6 g mol⁻¹
SMILES string = Cn1[nH]c(=O)cc1Cl
Gap between HOMO and LUMO = 9.044 eV
HOMO level = -0.3133 Eh

Cartesian coordinates (Å):
C -0.5269 -1.5264 0.8080
C 0.5369 -0.9972 0.2776
C -1.6078 -0.6766 0.4281
C 1.1341 1.3682 -0.5328
N -1.0865 0.3228 -0.3230
N 0.2502 0.1213 -0.5319
O -2.7873 -0.7097 0.6482
Cl 2.1275 -1.5396 0.1011
H -0.5252 -2.1702 1.7119
H 0.4856 2.1864 -0.3484
H 1.9729 1.2836 0.3022
H 1.7037 1.4269 -1.5795
H -1.6772 0.9105 -0.9616

Results of the Löwdin charge analysis, in e, for atoms 1 through 8: -0.0075, -0.7244, -0.5480, -0.0342, 0.0798, -0.1832, 0.0495, 0.7585

2 | DFT (ωB97M-V with the def2-TZVPD basis set) results for the molecule C4H5ClN2O.

LUMO energy = -0.0056 Eh
Molar mass = 132.6 g mol⁻¹
SMILES string = [H]/N=C(/C=O)[C@H](Cl)/C=N/[H]
Gap between HOMO and LUMO = 9.993 eV
HOMO level = -0.3729 Eh

Cartesian coordinates (Å):
C 0.2867 -1.8938 -0.1199
C -0.9316 1.0905 0.6482
C 0.9115 -0.5785 -0.4253
C -0.2934 0.5538 -0.6799
N -1.4517 0.3687 1.5310
N 2.1442 -0.3309 -0.4169
O -0.7359 -2.2787 -0.5846
Cl 0.6210 1.8491 -1.4251
H 0.9820 -2.6443 0.4250
H -0.8960 2.2029 0.7279
H -1.0966 0.2734 -1.2676
H -1.7911 0.8457 2.4210
H 2.2509 0.5420 -0.8339

Results of the Löwdin charge analysis, in e, for atoms 1 through 8: -0.2492, -0.2704, -0.3169, -0.5611, 0.0955, 0.1691, 0.0876, 0.6829

Pick 1: it beats the second-best structure by 0.0142 hartree.

1 | DFT (ωB97M-V with the def2-TZVPD basis set) results for the molecule C3H3ClFN.

LUMO energy = -0.0235 Eh
Molar mass = 107.5 g mol⁻¹
SMILES string = C[C@@](F)(Cl)C#N
Gap between HOMO and LUMO = 10.951 eV
HOMO level = -0.4259 Eh

Cartesian coordinates (Å):
C -0.4820 1.6282 -0.5353
C -0.0443 0.2454 -0.0325
C 1.4235 -0.3677 -0.5285
H 0.2532 2.4147 -0.2444
H -1.3922 1.8444 -0.0281
H -0.7948 1.5328 -1.6925
N 2.7347 -0.5072 -0.1646
F 0.1121 0.3808 1.3512
Cl -1.3884 -0.8649 -0.1450

Results of the Löwdin charge analysis, in e, for atoms 1 through 8: -0.0980, -0.9042, -0.0287, 0.1005, 0.0518, 0.1395, 0.0940, -0.0728

2 | DFT (ωB97M-V with the def2-TZVPD basis set) results for the molecule C3H3ClFN.

LUMO energy = 0.0267 Eh
Molar mass = 107.5 g mol⁻¹
SMILES string = C[C@@](F)(Cl)C#N
Gap between HOMO and LUMO = 12.620 eV
HOMO level = -0.4371 Eh

Cartesian coordinates (Å):
C 0.4815 -0.3476 0.8756
C -0.0943 0.4291 -0.2267
C -1.0040 -0.2660 -1.1931
H -0.3769 -0.7596 1.4132
H 1.1444 0.2741 1.4532
H 1.1941 -1.0665 0.4375
N -1.5798 -0.9805 -1.8782
F -0.8948 1.4127 0.3475
Cl 1.1297 1.3044 -1.2291

Results of the Löwdin charge analysis, in e, for atoms 1 through 8: -0.0660, -0.8759, -0.1992, 0.1104, 0.0881, 0.1059, 0.1840, -0.0339

Pick 2: it beats the second-best structure by 0.1039 hartree.

1 | DFT (ωB97M-V with the def2-TZVPD basis set) results for a 12-piece molecular cluster, C5H34N2O12 overall.

LUMO energy = 0.0083 Eh
Molar mass = 314.3 g mol⁻¹
SMILES string = [H]/N=C\NCCCCO.O.O.O.O.O.O.O.O.O.O.O
Gap between HOMO and LUMO = 8.696 eV
HOMO level = -0.3113 Eh

Cartesian coordinates (Å):
C -0.0633 -2.2963 -0.4533
O 1.0662 -2.4989 -1.2723
C 0.1454 -1.0721 0.4722
C 0.4843 -1.4812 1.9116
C 1.1872 -0.3495 2.6969
N 0.3748 2.9428 1.3778
C 1.0573 1.9594 1.8673
N 0.4717 0.9201 2.6044
H -0.1383 -3.2036 0.1177
H -0.9858 -2.1553 -1.0927
H 1.1716 -1.7269 -1.8577
H -0.7877 -0.4285 0.4439
H 0.9828 -0.4356 0.0600
H -0.4462 -1.7958 2.4408
H 1.1817 -2.3447 1.9583
H 2.2207 -0.2555 2.3297
H 1.2643 -0.6472 3.7477
H -0.6060 2.9515 1.4618
H 2.1138 1.9319 1.7428
H -0.5777 0.8451 2.5611
H -3.6167 -0.9341 -2.4435
H -2.1342 -0.4189 -2.4053
O -2.8312 -0.8410 -1.8400
H -1.0328 1.4309 -2.9698
H -0.2571 0.1587 -3.2788
O -1.1346 0.5511 -3.3589
H 3.0629 0.9219 -0.3683
H 4.3309 0.6663 0.4600
O 3.4135 0.5946 0.4902
H 1.8158 0.3136 -2.5754
H 1.9002 -0.7127 -3.7256
O 1.3306 -0.4289 -2.9690
H -0.2899 2.7614 -1.2149
H 0.6899 3.5665 -0.5202
O 0.5692 3.2324 -1.3756
H 3.0878 2.2458 -2.2866
H 1.7368 2.2606 -1.5614
O 2.5305 1.6430 -1.8009
H -2.9962 2.2163 2.0818
H -2.7811 0.8581 1.4161
O -2.3073 1.6361 1.7137
H 3.1913 -1.4473 0.5688
H 2.4333 -2.5914 -0.2004
O 3.1435 -2.4048 0.4490
H -3.2445 -3.4468 1.7651
H -1.9010 -2.9566 1.3428
O -2.6752 -2.6928 1.7758
H -2.2576 1.1556 -1.1607
H -1.8330 1.9835 0.1076
O -1.7543 1.9982 -0.8817
H -3.3552 -0.5479 -0.2174
H -3.3425 -1.2124 1.1704
O -3.6088 -0.4184 0.6949

Results of the Löwdin charge analysis, in e, for atoms 1 through 8: -0.2441, -0.1032, -0.1636, -0.1928, -0.2091, 0.0661, -0.2458, 0.0064

2 | DFT (ωB97M-V with the def2-TZVPD basis set) results for a 12-piece molecular cluster, C5H34N2O12 overall.

LUMO energy = 0.0105 Eh
Molar mass = 314.3 g mol⁻¹
SMILES string = C[C@H](N)C(=O)N(C)C.O.O.O.O.O.O.O.O.O.O.O
Gap between HOMO and LUMO = 10.110 eV
HOMO level = -0.3610 Eh

Cartesian coordinates (Å):
O -0.5905 -0.7969 0.6510
C -0.8836 0.3032 0.1855
N -0.1502 1.3910 0.5960
C -0.6673 2.7698 0.4790
C 0.8241 1.2201 1.6775
C -1.9567 0.4194 -0.8876
C -3.2987 0.3307 -0.1532
N -1.7291 -0.6299 -1.8835
H -0.8638 3.1975 1.4514
H 0.0835 3.4324 -0.0437
H -1.5649 2.8240 -0.1054
H 1.2475 0.1655 1.6536
H 0.3648 1.3620 2.6941
H 1.5903 1.9834 1.5664
H -1.8296 1.3825 -1.4243
H -4.1711 0.3514 -0.8492
H -3.3798 -0.5801 0.4360
H -3.4636 1.1099 0.5868
H -2.4172 -0.5774 -2.6063
H -1.7911 -1.5674 -1.4736
H 0.1216 -0.6518 -2.5976
H 1.4023 0.2571 -2.4587
O 1.1084 -0.6800 -2.6141
H -1.1463 -2.4263 0.2883
H -1.5832 -3.9183 0.2707
O -1.2857 -3.2167 -0.2868
H 3.1309 -1.0201 -0.3803
H 3.1265 -1.1657 -1.9444
O 3.5765 -0.6466 -1.1890
H -1.2291 -1.6312 2.9887
H -1.8399 -0.5629 2.1953
O -2.0490 -1.1583 2.9059
H -0.3861 3.2969 -2.6818
H -1.8240 3.6464 -3.0080
O -1.3144 3.3627 -2.2955
H 0.0189 -0.4652 4.0857
H -1.3034 0.0247 4.3758
O -0.3811 0.2541 4.5239
H 2.8647 0.8451 -1.4061
H 1.5145 1.5220 -0.8461
O 2.1277 1.5495 -1.5518
H 1.7707 -2.2523 0.3939
H 2.9330 -2.5964 1.4060
O 2.2544 -1.9130 1.1976
H 0.3675 -3.1292 -0.8695
H 1.1999 -2.1107 -1.6274
O 1.2720 -2.8378 -1.0204
H 1.5543 2.5025 -2.8606
H 1.6820 3.9836 -3.2474
O 1.1351 3.2177 -3.3927
H 1.0278 -1.8430 2.4423
H 0.9148 -2.6099 3.7442
O 0.5124 -1.9305 3.2038

Results of the Löwdin charge analysis, in e, for atoms 1 through 8: 0.0008, -0.3890, -0.1268, -0.0339, -0.0278, -0.3310, -0.0281, 0.0661

3 | DFT (ωB97M-V with the def2-TZVPD basis set) results for a 12-piece molecular cluster, C5H34N2O12 overall.

LUMO energy = 0.0027 Eh
Molar mass = 314.3 g mol⁻¹
SMILES string = C[C@H](N)C(=O)N(C)C.O.O.O.O.O.O.O.O.O.O.O
Gap between HOMO and LUMO = 9.443 eV
HOMO level = -0.3444 Eh

Cartesian coordinates (Å):
O 1.1250 0.8758 -1.2220
C 2.1520 0.9021 -0.5307
N 2.6485 -0.2867 -0.0803
C 3.1627 -0.6950 1.2200
C 2.3657 -1.4490 -0.9428
C 2.8871 2.2641 -0.3531
C 2.8740 2.6666 1.1177
N 2.3334 3.2675 -1.2416
H 2.5840 -1.5577 1.5738
H 4.2257 -0.9067 1.0643
H 3.0152 -0.1271 2.1385
H 2.0985 -0.9889 -1.8827
H 1.5566 -2.0231 -0.4927
H 3.1969 -2.1323 -1.0960
H 3.9168 2.0018 -0.6508
H 1.8683 3.0818 1.2881
H 3.1610 1.8218 1.7376
H 3.4669 3.5244 1.4229
H 1.3599 3.3043 -0.9442
H 2.2968 2.9060 -2.1848
H -2.4333 1.3692 -2.5357
H -3.3222 0.7343 -3.5492
O -3.3483 1.3648 -2.8203
H -0.2066 -1.2424 0.6467
H -0.5517 0.2021 0.4563
O -0.6868 -0.5335 1.0827
H -3.4920 -2.6112 -0.5979
H -3.5656 -3.8309 0.4263
O -4.0316 -3.0845 0.0522
H -1.2392 4.3904 1.7344
H -1.0737 3.0154 2.3650
O -1.5836 3.4905 1.6884
H 0.0112 -3.3462 -1.6932
H 0.3837 -3.6230 -3.1038
O 0.7976 -3.4803 -2.2465
H -1.1304 1.0956 2.7843
H 0.1473 1.0175 3.6055
O -0.5524 1.6276 3.3459
H -0.3656 0.1691 -4.3047
H 0.2802 0.4139 -2.9094
O -0.5292 0.5401 -3.4327
H -2.5441 -1.3274 2.0664
H -3.4120 -2.5598 2.1316
O -2.5765 -2.2038 2.4459
H -5.1156 -0.0937 -1.8583
H -5.0191 -0.7393 -0.5596
O -4.4423 -0.2984 -1.2001
H -1.6089 -0.9788 -2.1035
H -2.1113 -0.6004 -0.8026
O -1.8572 -1.4034 -1.2635
H 1.0811 -1.6230 4.1263
H 0.5561 -1.2448 2.7125
O 1.2469 -1.0552 3.3691

Results of the Löwdin charge analysis, in e, for atoms 1 through 8: -0.0052, -0.3794, -0.1266, -0.0632, -0.0429, -0.3659, -0.0341, 0.0551

Pick 2: it beats the second-best structure by 0.0206 hartree.

1 | DFT (ωB97M-V with the def2-TZVPD basis set) results for the molecule C16H20N2OS.

LUMO energy = 0.0222 Eh
Molar mass = 288.4 g mol⁻¹
SMILES string = Cc1c(C(=O)CN2CCSCC2)c2ccccc2n1C
Gap between HOMO and LUMO = 8.686 eV
HOMO level = -0.2970 Eh

Cartesian coordinates (Å):
C -1.1919 -2.9682 -0.2168
C -1.5433 -1.5392 -0.0376
C -0.9241 -0.5828 0.7574
C -1.6422 0.6464 0.5446
C -1.5996 1.9246 1.1009
C -2.4906 2.8791 0.6605
C -3.4424 2.5903 -0.3162
C -3.5410 1.3252 -0.8546
C -2.6488 0.3590 -0.4099
N -2.5573 -0.9708 -0.7434
C -3.3803 -1.6581 -1.6982
H -3.6612 -2.6391 -1.3142
H -2.8538 -1.7906 -2.6480
H -4.2852 -1.0820 -1.8781
H -4.2953 1.1017 -1.5942
H -4.1203 3.3643 -0.6429
H -2.4571 3.8721 1.0835
H -0.8986 2.1732 1.8823
C 0.2540 -0.8704 1.5637
O 0.4823 -1.9786 2.0103
C 1.2895 0.2389 1.7525
N 2.3466 0.0342 0.7701
C 3.5992 0.6557 1.1583
C 4.7451 0.1428 0.3014
H 5.6955 0.5543 0.6359
H 4.7820 -0.9465 0.3271
S 4.5382 0.6538 -1.4292
C 2.8872 -0.0801 -1.6157
C 1.9383 0.4560 -0.5573
H 0.9395 0.0577 -0.7533
H 1.8893 1.5588 -0.6346
H 2.5422 0.1788 -2.6150
H 2.9882 -1.1620 -1.5252
H 3.8055 0.3907 2.1989
H 3.5516 1.7580 1.0815
H 1.7230 0.1103 2.7468
H 0.8541 1.2421 1.6704
H -0.2832 -3.1880 0.3357
H -1.0501 -3.2052 -1.2714
H -1.9850 -3.6065 0.1740

Results of the Löwdin charge analysis, in e, for atoms 1 through 8: 0.0024, -0.1885, -0.0734, -0.1058, -0.0295, -0.0943, -0.0956, -0.0192

2 | DFT (ωB97M-V with the def2-TZVPD basis set) results for the molecule C16H20N2OS.

LUMO energy = 0.0307 Eh
Molar mass = 288.4 g mol⁻¹
SMILES string = COc1cccc(N2CCN(Cc3ccsc3)CC2)c1
Gap between HOMO and LUMO = 8.467 eV
HOMO level = -0.2805 Eh

Cartesian coordinates (Å):
C -6.4569 -0.6957 0.2214
O -5.1015 -1.0659 0.2037
C -4.1590 -0.0766 0.1492
C -2.8411 -0.5155 0.1644
C -1.7725 0.3784 0.1122
C -2.0676 1.7457 0.0558
C -3.3781 2.1756 0.0502
C -4.4367 1.2842 0.0917
H -5.4481 1.6562 0.0794
H -3.5857 3.2349 0.0002
H -1.2788 2.4784 -0.0033
N -0.4724 -0.1017 0.1814
C -0.0749 -1.2257 -0.6425
H -0.9168 -1.8986 -0.7903
C 1.0770 -1.9760 0.0368
N 2.2209 -1.1295 0.3102
C 1.7889 0.0305 1.0645
C 0.6297 0.8052 0.4148
H 0.3139 1.5859 1.1072
H 0.9712 1.2815 -0.5197
H 2.6421 0.6959 1.2088
H 1.4580 -0.3284 2.0436
C 3.0304 -0.8113 -0.8570
C 4.3357 -0.2069 -0.4322
C 5.2388 -0.8382 0.3657
S 6.6199 0.1298 0.6881
C 5.9819 1.4096 -0.2662
C 4.7725 1.0947 -0.7919
H 4.2045 1.7601 -1.4182
H 6.5426 2.3161 -0.3767
H 5.1635 -1.8180 0.7915
H 2.5353 -0.1258 -1.5629
H 3.2222 -1.7528 -1.3819
H 1.3937 -2.8177 -0.5828
H 0.7255 -2.3628 0.9982
H 0.2529 -0.8719 -1.6356
H -2.6777 -1.5783 0.2405
H -6.6941 -0.0743 1.0914
H -6.7421 -0.1634 -0.6923
H -7.0170 -1.6278 0.2828

Results of the Löwdin charge analysis, in e, for atoms 1 through 8: -0.0968, -0.0868, -0.2758, 0.0499, -0.2225, -0.0413, -0.0867, -0.0438

Pick 1: it beats the second-best structure by 0.0426 hartree.

1 | DFT (ωB97M-V with the def2-TZVPD basis set) results for a 2-piece molecular cluster, C3HNO3 overall.

LUMO energy = 0.0104 Eh
Molar mass = 99.0 g mol⁻¹
Gap between HOMO and LUMO = 10.611 eV
HOMO level = -0.3795 Eh

Cartesian coordinates (Å):
C -0.5760 1.0094 -0.1163
C -1.6468 0.0147 0.0970
C 2.2137 -0.7533 0.3667
N -0.6369 -0.2107 -0.7907
O 0.1477 1.9534 -0.0368
O -2.5073 -0.5158 0.7322
O 3.2562 -0.3682 0.6669
H -0.2507 -1.1295 -0.9192

The molecule's Löwdin atomic charges, reported in e, are given here: -0.3361, -0.3636, 0.0410, 0.2387, 0.1287, 0.1287, 0.0361, 0.1266

2 | DFT (ωB97M-V with the def2-TZVPD basis set) results for the molecule C3HNO3.

LUMO energy = -0.0572 Eh
Molar mass = 99.0 g mol⁻¹
SMILES string = O=C1C=NOC1=O
Gap between HOMO and LUMO = 8.946 eV
HOMO level = -0.3860 Eh

Cartesian coordinates (Å):
C -0.4728 -0.7526 0.0701
C 1.1126 1.1197 -0.2042
C -0.4175 0.8747 0.0594
H 1.9989 1.9812 -0.2710
N 1.7103 -0.0691 -0.1392
O -1.3658 -1.4054 -0.3020
O 0.8615 -1.2485 0.3528
O -1.4087 1.5354 0.1608

The molecule's Löwdin atomic charges, reported in e, are given here: -0.3510, -0.0225, -0.2441, 0.1853, 0.0933, 0.2024, -0.0188, 0.1554

3 | DFT (ωB97M-V with the def2-TZVPD basis set) results for a 3-piece molecular cluster, C3HNO3 overall.

LUMO energy = 0.0324 Eh
Molar mass = 99.0 g mol⁻¹
Gap between HOMO and LUMO = 12.509 eV
HOMO level = -0.4272 Eh

Cartesian coordinates (Å):
C 0.7521 -0.3320 -1.4795
C -1.3075 1.0417 0.0671
C -0.6095 -0.9529 2.3998
N 1.4869 -0.0736 -2.3371
O -1.6374 -1.4522 2.4034
O -1.2193 2.0668 -0.3971
O 0.4224 -0.4620 2.4214
H 2.1123 0.1641 -3.0779

The molecule's Löwdin atomic charges, reported in e, are given here: -0.0583, -0.0269, -0.4924, 0.0682, 0.2054, 0.0351, 0.1945, 0.0743

Pick 3: it beats the second-best structure by 0.0556 hartree.